C3H12AlN6O3 | ωB97M-V with the def2-TZVPD basis set

Geometry as XYZ:
```
25
Properties=species:S:1:pos:R:3:lowdin_charge:R:1
Al -21.1215 1.5723 -18.3161 1.434
C -17.9716 -0.8553 -17.8013 -0.548
O -19.0643 -0.2359 -17.6792 -0.038
N -16.9961 -0.3231 -18.5820 0.240
N -17.6700 -2.0364 -17.2487 0.292
H -16.2487 -0.9692 -18.7993 0.145
H -17.1724 0.4792 -19.1631 0.137
H -16.7582 -2.4665 -17.1851 0.165
H -18.4786 -2.4769 -16.8232 0.154
C -24.2698 3.5116 -16.8904 -0.548
O -23.5394 2.6172 -17.4157 -0.057
N -24.3270 4.7149 -17.4860 0.264
N -24.9400 3.4026 -15.7209 0.237
H -23.9889 4.9240 -18.4132 0.152
H -24.7475 5.4463 -16.9303 0.148
H -25.4300 4.2353 -15.4443 0.140
H -24.7680 2.6100 -15.1267 0.139
C -23.6132 -1.0496 -16.7570 -0.561
O -22.5029 -0.6359 -17.2250 0.010
N -23.7136 -1.7096 -15.6056 0.274
N -24.7495 -0.8682 -17.4530 0.230
H -22.8766 -1.9269 -15.0784 0.156
H -24.5661 -2.2130 -15.4024 0.156
H -25.6119 -1.1749 -17.0328 0.142
H -24.6876 -0.3951 -18.3382 0.136
```

Properties
maximum force: 3.78 eV/Å
ΔE to the lowest compared entry with this formula, charge and spin: 132.0 kcal/mol
charge: +3
HOMO level: -19.80 eV